w) C3H4OS | ωB97M-V/def2-TZVPD

Properties
HOMO-LUMO gap (alpha / beta)   7.21 / 7.08 eV
HOMO (alpha / beta)   -8.701 / -8.702 eV
Net charge   0

Positions of all 9 atoms, in Å:
C: -0.0495 -0.7605 -0.7564
C: -0.7408 0.5086 -0.5804
C: -0.8595 -0.7026 0.4030
O: 2.6487 1.0809 0.6164
S: 3.0180 -0.1564 -0.0978
H: -0.2968 1.2039 0.0896
H: -1.4879 0.6454 -1.3263
H: -1.7052 -1.4163 0.2890
H: -0.5271 -0.4030 1.3630

Atom charges from the natural (NBO) analysis, given in e for atoms 1 to 6:
1 C 0.147
2 C -0.591
3 C -0.588
4 O -0.704
5 S 0.720
6 H 0.267

***

x) C3H4OS | ωB97M-V/def2-TZVPD

Properties
HOMO-LUMO gap   9.50 eV
HOMO   -8.792 eV
Net charge   0

Positions of all 9 atoms, in Å:
C: 1.6491 0.3384 -1.0623
C: -0.8894 0.0302 0.5063
C: 0.5522 -0.1745 0.5546
O: 2.7756 -0.0369 -1.2271
S: 0.0884 1.3905 1.1917
H: 1.0528 1.0775 -1.7183
H: -1.3064 -0.0518 -0.5196
H: -1.3798 -0.7900 1.0868
H: 0.9352 -0.9683 1.2663

Atom charges from the natural (NBO) analysis, given in e for atoms 1 to 6:
1 C 0.461
2 C -0.556
3 C -0.414
4 O -0.497
5 S 0.178
6 H 0.141

***

Energy ordering: x) at the bottom, the next structure 3.789 eV above.

***

w) C3H4OS | ωB97M-V/def2-TZVPD

Properties
SMILES string   C#CCSO
HOMO-LUMO gap   9.29 eV
HOMO   -8.958 eV
Net charge   0

Positions of all 9 atoms, in Å:
C: -2.7751 0.0073 0.5176
C: -1.5884 0.1061 0.2847
C: -0.0961 0.0281 -0.0553
S: 1.7445 0.3037 0.8581
O: 2.7319 0.3311 -0.5207
H: -3.7583 -0.0795 0.7678
H: 0.3054 -0.9692 -0.3803
H: 0.0429 0.6906 -0.8737
H: 3.3932 -0.4181 -0.5981

Atom charges from the natural (NBO) analysis, given in e for atoms 1 to 6:
1 C -0.203
2 C -0.028
3 C -0.549
4 S 0.445
5 O -0.861
6 H 0.224

***

x) C3H4OS | ωB97M-V/def2-TZVPD

Properties
SMILES string   C[C@@H]1SC1=O
HOMO-LUMO gap   10.26 eV
HOMO   -9.698 eV
Net charge   0

Positions of all 9 atoms, in Å:
C: 0.0070 0.3036 1.0377
C: 0.0567 -0.5842 -0.1382
S: 1.4216 -0.3414 -1.5137
C: -0.2638 0.0032 -1.5197
O: -1.0940 0.6079 -2.1518
H: 0.4653 1.2846 0.7292
H: 0.5714 0.0439 1.9005
H: -0.9720 0.2291 1.5316
H: -0.1922 -1.5467 0.1244

Atom charges from the natural (NBO) analysis, given in e for atoms 1 to 6:
1 C -0.653
2 C -0.287
3 S 0.119
4 C 0.407
5 O -0.502
6 H 0.230

***

y) C3H4OS | ωB97M-V/def2-TZVPD

Properties
HOMO-LUMO gap   10.11 eV
HOMO   -9.474 eV
Net charge   0

Positions of all 9 atoms, in Å:
C: 0.0392 -0.3950 0.7921
C: 0.7801 -0.9929 -0.5699
C: -0.0864 -0.1145 -1.4281
H: 0.7756 -2.0525 -0.7784
H: 1.7466 -0.5308 -0.5590
H: -0.9838 -0.4180 -1.8759
H: 0.5279 0.2232 -2.3117
O: -0.1145 -0.7433 1.9028
S: -0.3468 1.1087 -0.1539

Atom charges from the natural (NBO) analysis, given in e for atoms 1 to 6:
1 C 0.475
2 C -0.495
3 C -0.533
4 H 0.224
5 H 0.232
6 H 0.222

***

z) C3H4OS | ωB97M-V/def2-TZVPD

Properties
HOMO-LUMO gap (alpha / beta)   7.94 / 7.94 eV
HOMO (alpha / beta)   -8.100 / -8.100 eV
Net charge   0

Positions of all 9 atoms, in Å:
C: 0.2395 -0.2102 -0.1703
C: -1.0865 -0.2172 -0.1011
C: 1.4644 0.4722 0.2426
O: 2.5960 1.0546 -0.2552
S: 1.0336 -1.7487 -0.0484
H: -1.5217 -1.2036 0.0026
H: -1.7637 0.6068 -0.1607
H: 2.6513 0.9401 -1.2171
H: 1.4023 0.8034 1.2771

Atom charges from the natural (NBO) analysis, given in e for atoms 1 to 6:
1 C -0.273
2 C -0.393
3 C 0.271
4 O -0.619
5 S -0.096
6 H 0.212

***

Energy ordering: y) at the bottom, the next structure 0.585 eV above.

***

w) CH5N2O2 | ωB97M-V/def2-TZVPD

Properties
HOMO-LUMO gap (alpha / beta)   6.95 / 6.95 eV
HOMO (alpha / beta)   -2.180 / -2.179 eV
Net charge   -1

Positions of all 10 atoms, in Å:
C: -0.8549 0.9204 -0.5420
N: 1.5442 -0.5226 0.4186
N: -1.3660 0.1942 0.4158
O: -2.5087 -0.4501 0.4129
O: 1.2992 -0.2337 -0.9947
H: -1.3554 0.9819 -1.5389
H: 0.2126 1.2740 -0.4979
H: 2.5911 -0.6598 0.5374
H: 1.0376 -1.4498 0.6290
H: -0.5998 -0.0544 1.1597

Atom charges from the natural (NBO) analysis, given in e for atoms 1 to 6:
1 C -0.137
2 N -0.647
3 N -0.125
4 O -0.662
5 O -0.842
6 H 0.173

***

x) CH5N2O2 | ωB97M-V/def2-TZVPD

Properties
HOMO-LUMO gap   7.51 eV
HOMO   -2.750 eV
Net charge   -1

Positions of all 10 atoms, in Å:
C: 0.5022 0.8608 -1.2633
N: -1.0042 0.3647 0.6899
N: -0.4497 0.0026 -1.5532
O: 1.0618 -1.0735 1.0476
O: -1.2729 -0.3464 -0.5850
H: 1.1911 0.9490 -2.1220
H: 0.5940 1.0503 -0.2646
H: 1.1478 -1.5243 1.9216
H: 0.1351 -0.4491 0.8586
H: -1.9053 0.1659 1.2703

Atom charges from the natural (NBO) analysis, given in e for atoms 1 to 6:
1 C -0.313
2 N -0.772
3 N -0.113
4 O -1.111
5 O -0.274
6 H 0.166

***

y) CH5N2O2 | ωB97M-V/def2-TZVPD

Properties
HOMO-LUMO gap   7.84 eV
HOMO   -3.214 eV
Net charge   -1

Positions of all 10 atoms, in Å:
C: -2.0425 1.1081 0.3042
N: 2.4052 -0.8710 0.1966
N: -0.7814 0.8480 0.3763
O: -0.3532 -0.4476 0.1333
O: 1.9412 -1.9669 -0.6868
H: 0.9990 -1.9657 -0.8383
H: -2.9685 0.4081 0.0124
H: -2.5132 2.0344 0.5581
H: 1.4524 -0.4293 0.4489
H: 2.7067 -0.1497 -0.3953

Atom charges from the natural (NBO) analysis, given in e for atoms 1 to 6:
1 C -0.293
2 N -0.556
3 N -0.135
4 O -0.767
5 O -0.663
6 H 0.478

***

Energy ordering: y) at the bottom, the next structure 0.525 eV above.

***

w) C5H6OS | ωB97M-V/def2-TZVPD

Properties
HOMO-LUMO gap (alpha / beta)   6.86 / 6.86 eV
HOMO (alpha / beta)   -8.069 / -8.068 eV
Net charge   0

Positions of all 13 atoms, in Å:
C: 0.4621 -1.4162 0.1293
C: -0.6740 -1.1974 0.8499
C: 0.9781 -0.3219 -0.7715
C: -0.1304 0.8712 0.9688
C: -0.0555 0.7642 -0.5061
O: -2.6868 0.6372 0.0796
S: -1.6451 -0.2055 -0.4685
H: 1.0032 -2.3507 0.1738
H: 1.9867 -0.0008 -0.4967
H: 1.0042 -0.6670 -1.8084
H: -1.0011 1.3349 1.4055
H: 0.7689 0.8896 1.5596
H: -0.0103 1.6626 -1.1153

Atom charges from the natural (NBO) analysis, given in e for atoms 1 to 6:
1 C -0.108
2 C -0.439
3 C -0.498
4 C -0.212
5 C -0.472
6 O -0.931

***

x) C5H6OS | ωB97M-V/def2-TZVPD

Properties
HOMO-LUMO gap   7.52 eV
HOMO   -7.615 eV
Net charge   0

Positions of all 13 atoms, in Å:
C: -1.1085 -0.5385 -1.4386
C: -0.4015 0.9701 0.1369
C: -0.1694 -1.0708 -0.5412
C: 0.1017 2.2217 0.8494
C: 0.3931 -2.3839 -0.3840
O: 0.2703 -0.1374 0.3629
S: -1.3251 1.1552 -1.2201
H: 0.2959 1.9292 1.8802
H: -0.5524 3.0066 0.9973
H: 1.0272 2.7378 0.4070
H: 1.3737 -2.1389 0.0606
H: 0.4873 -2.8317 -1.3124
H: -0.3924 -2.9194 0.2021

Atom charges from the natural (NBO) analysis, given in e for atoms 1 to 6:
1 C -0.587
2 C 0.171
3 C 0.170
4 C -0.678
5 C -0.658
6 O -0.384

***

Energy ordering: x) at the bottom, the next structure 2.357 eV above.

***

w) C5H6OS | ωB97M-V/def2-TZVPD

Properties
HOMO-LUMO gap (alpha / beta)   7.62 / 7.62 eV
HOMO (alpha / beta)   -8.374 / -8.373 eV
Net charge   0

Positions of all 13 atoms, in Å:
C: -0.4370 -0.0477 1.3895
C: 0.1705 1.1807 1.0703
C: 0.2151 -0.9464 0.4239
C: -0.0227 1.3324 -0.4540
C: -0.4262 -0.1722 -0.7937
O: -2.9625 0.7055 -0.0036
S: -2.0631 -0.4446 0.1063
H: -0.5363 -0.2451 2.4302
H: 1.3070 -1.1194 0.4647
H: -0.1968 -1.9970 0.5232
H: -0.6975 2.1964 -0.7301
H: 0.7967 1.7474 -0.9598
H: -0.3657 -0.5948 -1.7867

Atom charges from the natural (NBO) analysis, given in e for atoms 1 to 6:
1 C -0.493
2 C 0.178
3 C -0.455
4 C -0.588
5 C -0.386
6 O -0.912

***

x) C5H6OS | ωB97M-V/def2-TZVPD

Properties
HOMO-LUMO gap   8.22 eV
HOMO   -8.706 eV
Net charge   0

Positions of all 13 atoms, in Å:
C: -0.6100 1.8608 1.7896
C: -0.1081 1.9222 0.6720
C: 0.7333 -0.2735 -0.6672
C: 0.2741 -1.7099 -0.1614
C: 0.3937 1.7281 -0.5303
O: 0.7956 2.2817 -1.5149
S: -1.4143 -1.6212 0.6116
H: -1.1416 1.7856 2.6841
H: 0.5728 -0.0583 -1.6837
H: 1.8481 -0.2362 -0.4279
H: 0.7969 -2.1054 0.6259
H: 0.1288 -2.2864 -1.0310
H: -2.2692 -1.2875 -0.3669

Atom charges from the natural (NBO) analysis, given in e for atoms 1 to 6:
1 C -0.079
2 C -0.123
3 C -0.500
4 C -0.489
5 C 0.554
6 O -0.469

***

Energy ordering: x) at the bottom, the next structure 0.224 eV above.

***

w) C5H12N2 | ωB97M-V/def2-TZVPD

Properties
2S+1   2
HOMO-LUMO gap (alpha / beta)   8.62 / 5.18 eV
HOMO (alpha / beta)   -12.410 / -12.388 eV
Net charge   +1

Positions of all 19 atoms, in Å:
C: 0.7754 -1.8169 -0.3426
C: 1.1381 -0.3355 -0.3730
C: -0.0075 0.5608 -0.9142
N: -1.1663 2.0349 2.3169
C: -0.7787 1.1404 1.4215
C: -0.5558 1.4939 0.1008
N: 0.5615 -2.3279 -1.6829
H: -0.1763 -1.8692 0.2064
H: 1.6001 -2.3372 0.1356
H: 2.0342 -0.1547 -0.9641
H: 1.4532 0.0261 0.6060
H: 0.3042 1.1794 -1.7542
H: -0.8027 -0.0689 -1.3373
H: -1.4725 2.9562 1.9918
H: -1.7284 1.7087 3.0998
H: -0.5509 0.1671 1.8399
H: -0.7446 2.5003 -0.2602
H: -0.0285 -3.1551 -1.7205
H: 0.1456 -1.7024 -2.3698

Atom charges from the natural (NBO) analysis, given in e for atoms 1 to 6:
1 C -0.210
2 C -0.401
3 C -0.505
4 N -0.585
5 C 0.093
6 C 0.041

***

x) C5H12N2 | ωB97M-V/def2-TZVPD

Properties
2S+1   2
HOMO-LUMO gap (alpha / beta)   9.34 / 5.56 eV
HOMO (alpha / beta)   -13.365 / -13.310 eV
Net charge   +1

Positions of all 19 atoms, in Å:
N: -0.8526 0.1899 -0.8481
C: -1.5830 -1.0691 -0.7101
C: -0.6830 -1.8971 0.2534
C: 0.6800 -1.1265 0.2103
C: 0.2107 0.3111 0.1108
C: 1.2285 1.4131 -0.1915
N: 1.1183 2.5271 0.7856
H: -1.4475 1.0099 -0.9838
H: -2.5906 -0.7912 -0.3631
H: -1.7096 -1.4647 -1.7249
H: -0.6272 -2.9358 -0.0487
H: -1.0239 -1.7527 1.2905
H: 1.3974 -1.3098 1.0031
H: 1.1687 -1.3278 -0.7693
H: -0.3282 0.5896 1.0374
H: 2.2688 1.1218 -0.3346
H: 1.1167 1.9005 -1.1820
H: 1.2972 1.4791 1.9957
H: 0.3590 3.1325 0.4694

Atom charges from the natural (NBO) analysis, given in e for atoms 1 to 6:
1 N -0.109
2 C -0.280
3 C -0.414
4 C -0.404
5 C -0.128
6 C -0.289

***

Energy ordering: w) at the bottom, the next structure 3.841 eV above.